Record 1
2 unconnected molecules or ions with the total composition C18H22N2O4. Source: OMol25; level of theory: ωB97M-V/def2-TZVPD.

Results
- SMILES: N[C@@H](Cc1ccccc1)C(=O)O.N[C@@H](Cc1ccccc1)C(=O)O
- Frontier orbital gap: 9.38 eV
- HOMO energy: -9.118 eV
- Energy relative to the best compared isomer or geometry (same formula, charge and spin): 24.2 kcal per mole

Geometry as XYZ:
```
46
C18H22N2O4 | OMol25 | ωB97M-V/def2-TZVPD
N -1.9544 -3.2969 0.2724
C -1.5679 -3.6236 -1.1026
C -1.5083 -5.1572 -1.2512
C -1.0115 -5.6295 -2.5968
C 0.3578 -5.7714 -2.8280
C 0.8309 -6.1922 -4.0660
C -0.0655 -6.4812 -5.0907
C -1.4326 -6.3450 -4.8700
C -1.9013 -5.9209 -3.6310
C -2.6363 -3.0627 -2.0509
O -2.4250 -2.7897 -3.2033
O -3.8471 -2.9575 -1.4861
H -1.4963 -3.9124 0.9383
H -1.6870 -2.3453 0.5082
H -0.6054 -3.1963 -1.4098
H -0.8398 -5.5393 -0.4659
H -2.5075 -5.5618 -1.0431
H 1.0621 -5.5524 -2.0272
H 1.9007 -6.2988 -4.2305
H 0.3007 -6.8134 -6.0582
H -2.1371 -6.5656 -5.6658
H -2.9708 -5.8077 -3.4676
H -3.7091 -3.1569 -0.5343
N 2.2575 2.9764 1.5927
C 0.8764 3.2496 1.9300
C 0.4052 4.7158 1.7239
C 1.2061 5.6843 2.5572
C 2.3119 6.3475 2.0228
C 3.0797 7.2045 2.8080
C 2.7492 7.4092 4.1434
C 1.6478 6.7537 4.6883
C 0.8855 5.8979 3.9009
C 0.0007 2.3691 1.0624
O 0.2865 1.9961 -0.0496
O -1.1847 2.0991 1.6401
H 2.8634 3.6900 1.9833
H 2.3616 2.9798 0.5828
H 0.7025 2.9796 2.9784
H -0.6597 4.7855 1.9821
H 0.5021 4.9603 0.6580
H 2.5679 6.1997 0.9742
H 3.9347 7.7153 2.3720
H 3.3452 8.0798 4.7572
H 1.3795 6.9104 5.7304
H 0.0231 5.3906 4.3320
H -1.6909 1.5837 0.9899
```

=====

Record 2
A gas-phase ion, C5H10N (charge +1) at a distorted geometry. Source: OMol25; level of theory: ωB97M-V/def2-TZVPD.

Results
- Frontier orbital gap (spin up / spin down): 8.92 / 7.52 eV
- HOMO energy (spin up / spin down): -13.543 / -12.909 eV
- Net charge: +1
- Energy relative to the best compared isomer or geometry (same formula, charge and spin): 137.9 kcal per mole

Geometry as XYZ:
```
16
C5H10N | OMol25 | ωB97M-V/def2-TZVPD
C 1.3082 -0.0063 0.0468
C 2.2100 0.9112 0.0952
C -1.0680 1.3688 0.4827
C 0.2393 -0.5500 -0.6350
C -0.3568 -1.6395 0.3055
N -0.8790 0.7896 -0.6502
H 2.2032 1.7428 -0.5969
H 2.8530 0.9001 1.0287
H -1.8534 1.2281 1.2277
H -0.2909 2.1485 0.6740
H 0.6182 -0.9981 -1.6375
H 0.4481 -2.3202 0.7112
H -1.1385 -2.1993 -0.2498
H -0.7782 -1.1889 1.0969
H -1.6691 0.2841 -1.0574
H -0.3932 1.3038 -1.4013
```

=====

Record 3
2 unconnected molecules or ions with the total composition C3H7ClOSi at a distorted geometry. Source: OMol25; level of theory: ωB97M-V/def2-TZVPD.

Results
- SMILES: C=C[Si](=C)Cl.O
- Frontier orbital gap: 8.43 eV
- HOMO energy: -8.289 eV
- Energy relative to the best compared isomer or geometry (same formula, charge and spin): 87.3 kcal per mole

Geometry as XYZ:
```
13
C3H7ClOSi | OMol25 | ωB97M-V/def2-TZVPD
C 0.1232 -2.8365 -0.4591
C 0.6274 -1.6957 -0.8654
Si 0.6251 -0.1615 0.1782
C -0.1790 0.1745 1.6847
Cl 1.9091 1.0925 -0.6764
H 0.2432 -3.7463 -0.9367
H -0.4246 -2.7226 0.4218
H 1.4235 -1.8744 -1.6259
H -1.0773 -0.2230 1.9350
H -0.0746 1.1646 2.3319
O -0.7573 3.6991 -0.8295
H -1.5995 3.8106 -1.2336
H -0.8392 3.3186 0.0750
```

=====

Record 4
A molecular structure, C14H14ClNNiO2 at a distorted geometry. Source: OMol25; level of theory: ωB97M-V/def2-TZVPD.

Results
- Frontier orbital gap (spin up / spin down): 5.24 / 5.22 eV
- 2S+1: 3
- HOMO energy (spin up / spin down): 0.208 / 0.208 eV
- <S²>: 2.01
- Net charge: -2
- Energy relative to the best compared isomer or geometry (same formula, charge and spin): 0.0 kcal per mole

Geometry as XYZ:
```
33
C14H14ClNNiO2 | OMol25 | ωB97M-V/def2-TZVPD
C -3.4506 -1.7144 0.0835
C -3.2106 -0.3090 -0.0510
C -2.3191 0.0962 0.9970
H -3.7186 0.3451 -0.7417
C -2.0146 -1.0641 1.7905
C -2.7192 -2.1835 1.2295
H -2.7218 -3.1863 1.6095
H -4.1082 -2.3058 -0.5226
H -2.0366 1.1049 1.2352
H -1.5005 -1.0635 2.7322
Ni -1.4283 -1.3049 -0.0982
Cl -1.4933 -2.5697 -1.8997
C 1.7498 2.7479 -2.4236
C 2.0381 3.1067 -1.0749
C 1.0257 4.0064 -0.6302
H 2.8928 2.7643 -0.4882
C 0.0980 4.1892 -1.6991
C 0.5482 3.4127 -2.8106
H 0.0683 3.3520 -3.7902
H 2.3563 2.0896 -3.0511
H 0.9841 4.4825 0.3523
H -0.7885 4.8276 -1.6780
O 1.3515 0.3978 -0.1873
C 1.3910 -0.7060 0.3116
C 2.6116 -1.3358 0.9776
C 2.1537 -2.6884 1.4618
C 0.6852 -2.7725 1.0741
O -0.0535 -3.7043 1.3551
N 0.3338 -1.6119 0.3645
H 3.4173 -1.4300 0.2252
H 2.9280 -0.6953 1.8247
H 2.6926 -3.5127 0.9564
H 2.2373 -2.7647 2.5655
```

=====

Record 5
A molecular structure, C35H35FN5O6S2Tc at a distorted geometry. Source: OMol25; level of theory: ωB97M-V/def2-TZVPD.

Results
- Frontier orbital gap (spin up / spin down): 4.34 / 7.42 eV
- 2S+1: 4
- HOMO energy (spin up / spin down): -1.943 / -5.018 eV
- <S²>: 3.98
- Net charge: -1
- Energy relative to the best compared isomer or geometry (same formula, charge and spin): 42.8 kcal per mole

Geometry as XYZ:
```
85
C35H35FN5O6S2Tc | OMol25 | ωB97M-V/def2-TZVPD
Tc -0.5006 -0.6790 -0.0619
N 3.1442 -3.4273 -7.2475
C 2.6082 -3.3427 -5.9593
C 3.1535 -4.0889 -4.9171
C 2.5987 -4.0343 -3.6489
C 1.4866 -3.2427 -3.4179
C 0.9337 -2.4948 -4.4492
C 1.4909 -2.5426 -5.7129
S 0.7750 -3.1574 -1.8098
O -0.6536 -3.2997 -1.9754
O 1.4808 -4.0869 -0.9757
N 0.9630 -1.6043 -1.3683
C 2.2001 -1.1231 -1.0202
N 2.1202 0.0347 -0.3426
C 3.2457 0.5090 0.1698
C 4.4656 -0.1171 -0.0361
C 4.4425 -1.2480 -0.8357
N 3.3273 -1.7638 -1.3364
H 4.1084 -3.7130 -7.2904
H 2.9489 -2.6404 -7.8440
H 4.0240 -4.7083 -5.1021
H 3.0244 -4.5891 -2.8247
H 0.0693 -1.8717 -4.2546
H 1.0609 -1.9590 -6.5191
H 3.1508 1.4135 0.7641
H 5.3791 0.2613 0.3975
H 5.3608 -1.7710 -1.0856
C -0.9563 -0.9652 7.5374
C -0.4287 -2.2374 6.8864
C 0.8154 -2.7244 7.6163
C 1.3133 -4.0174 7.0020
C 1.5599 -3.8241 5.5312
C 2.5348 -4.6007 4.8740
C 2.7226 -4.4150 3.5227
F 3.6649 -5.1712 2.8982
C 2.0087 -3.5097 2.7760
C 1.0380 -2.7095 3.4237
C 0.2768 -1.7730 2.6992
O 0.5097 -1.6643 1.4041
C -0.6736 -0.9719 3.3879
C -0.8420 -1.1458 4.7244
N -0.1232 -2.0522 5.4632
C 0.8362 -2.8811 4.8273
C -1.5220 0.0932 2.7550
O -2.1704 0.8581 3.4560
O -1.5749 0.1644 1.4515
H -0.9671 -1.1089 8.6189
H -1.9692 -0.7137 7.2285
H -0.3088 -0.1176 7.3061
H -1.1979 -3.0195 6.9780
H 0.5723 -2.8558 8.6728
H 1.5868 -1.9506 7.5417
H 0.5588 -4.7978 7.1579
H 2.2259 -4.3627 7.4926
H 3.1241 -5.3287 5.4153
H 2.1454 -3.4255 1.7060
H -1.5534 -0.5252 5.2403
C -1.6661 -0.3163 -1.3325
C -2.7350 -0.2443 -2.3024
C -3.4884 0.9211 -2.4530
C -4.5051 0.9745 -3.3943
C -4.7739 -0.1301 -4.1926
C -4.0271 -1.2933 -4.0453
C -3.0113 -1.3568 -3.1044
H -3.2733 1.7742 -1.8207
H -5.0906 1.8790 -3.5027
H -5.5692 -0.0859 -4.9265
H -4.2416 -2.1575 -4.6615
H -2.4269 -2.2580 -2.9601
C -1.9417 3.4737 1.4624
C -0.9051 3.8607 0.4197
S 0.3269 2.5672 0.2225
O 1.3850 2.8455 1.2477
C 1.0028 3.0917 -1.3554
C 0.0447 2.8454 -2.5147
H -2.6865 4.2656 1.5609
H -1.4875 3.3038 2.4376
H -2.4439 2.5436 1.1991
H -0.3178 4.7352 0.7153
H -1.3589 4.0431 -0.5566
H 1.8929 2.4731 -1.4599
H 1.3101 4.1344 -1.2409
H -0.5070 1.9134 -2.3703
H 0.5975 2.7533 -3.4498
H -0.6775 3.6538 -2.6336
```

=====

Record 6
A molecular structure, C54H46FeN4OP2S at a distorted geometry. Source: OMol25; level of theory: ωB97M-V/def2-TZVPD.

Results
- Frontier orbital gap (spin up / spin down): 3.71 / 4.14 eV
- 2S+1: 2
- HOMO energy (spin up / spin down): -13.890 / -14.236 eV
- <S²>: 0.87
- Net charge: +3

Geometry as XYZ:
```
109
C54H46FeN4OP2S | OMol25 | ωB97M-V/def2-TZVPD
Fe 1.7267 0.5065 -0.8369
C 3.2840 0.9878 -3.5002
N 3.7117 0.2718 -2.2939
C 4.9288 0.8433 -1.7099
C 4.8661 0.9553 -0.2072
C 6.0325 1.1488 0.5274
C 5.9480 1.3492 1.8940
C 4.6923 1.3625 2.4866
C 3.5861 1.1547 1.6864
N 3.6648 0.9358 0.3741
C 3.8726 -1.1625 -2.5273
C 2.5737 -1.8371 -2.8805
C 2.5401 -2.8971 -3.7797
C 1.3293 -3.5015 -4.0721
C 0.1874 -3.0254 -3.4433
C 0.3064 -1.9703 -2.5557
N 1.4699 -1.3829 -2.2756
C 2.8429 2.3820 -3.1392
C 3.1751 3.4788 -3.9226
C 2.7738 4.7441 -3.5204
C 2.0511 4.8717 -2.3434
C 1.7593 3.7250 -1.6238
N 2.1392 2.5077 -2.0073
H 2.4368 0.4465 -3.9318
H 4.0802 1.0367 -4.2548
H 5.0720 1.8596 -2.0933
H 5.8189 0.2650 -1.9927
H 6.9867 1.1413 0.0260
H 6.8357 1.5025 2.4867
H 4.5760 1.5183 3.5459
H 2.5874 1.1714 2.1030
H 4.2496 -1.6085 -1.6001
H 4.6042 -1.3555 -3.3249
H 3.4481 -3.2406 -4.2493
H 1.2739 -4.3291 -4.7636
H -0.7704 -3.4785 -3.6315
H -0.5616 -1.5759 -2.0373
H 3.7324 3.3472 -4.8355
H 3.0196 5.6117 -4.1110
H 1.7200 5.8356 -1.9916
H 1.2005 3.7786 -0.6972
O 0.1957 1.2872 0.6487
S -0.1736 2.2886 1.7292
C -1.8725 2.7811 1.3803
C -2.2792 3.9753 1.9582
C -3.5619 4.4469 1.7368
C -4.3965 3.7603 0.8676
C -3.9731 2.5873 0.2696
C -2.7185 2.0499 0.5601
P -2.3475 0.3617 -0.0533
C -3.9020 -0.5527 0.2022
C -4.0550 -1.7551 -0.4928
C -5.2474 -2.4503 -0.4224
C -6.2858 -1.9671 0.3608
C -6.1065 -0.8210 1.1203
C -4.9139 -0.1260 1.0608
C -2.3342 0.6360 -1.8690
C -3.4910 0.4879 -2.6327
C -3.4553 0.7492 -3.9907
C -2.2715 1.1232 -4.6049
C -1.1183 1.2662 -3.8480
C -1.1521 1.0363 -2.4849
C -0.5176 1.2607 3.1749
C -0.6547 1.9301 4.3821
C -0.8230 1.2055 5.5484
C -0.7738 -0.1821 5.5067
C -0.6354 -0.8393 4.2999
C -0.5387 -0.1223 3.1024
P -0.5161 -1.0839 1.5398
C 1.1531 -1.8344 1.5706
C 1.4733 -2.7754 0.5908
C 2.6927 -3.4295 0.6303
C 3.6119 -3.1274 1.6239
C 3.3115 -2.1650 2.5748
C 2.0908 -1.5159 2.5504
C -1.6876 -2.3825 2.0424
C -1.4684 -3.7511 1.9332
C -2.4189 -4.6342 2.4200
C -3.5928 -4.1644 2.9880
C -3.8255 -2.7994 3.0754
C -2.8765 -1.9158 2.6069
H -1.6054 4.5243 2.5988
H -3.8935 5.3468 2.2322
H -5.3854 4.1325 0.6520
H -4.6240 2.0666 -0.4161
H -3.2463 -2.1359 -1.1039
H -5.3707 -3.3638 -0.9841
H -7.2321 -2.4818 0.3796
H -6.8970 -0.4566 1.7565
H -4.7829 0.7540 1.6739
H -4.4175 0.1730 -2.1748
H -4.3610 0.6625 -4.5687
H -2.2540 1.3190 -5.6648
H -0.1993 1.5754 -4.3204
H -0.2512 1.1797 -1.8812
H -0.6411 3.0079 4.4062
H -0.9724 1.7228 6.4827
H -0.8493 -0.7524 6.4200
H -0.5899 -1.9186 4.2763
H 0.7452 -3.0271 -0.1679
H 2.9214 -4.1883 -0.1034
H 4.5541 -3.6500 1.6661
H 4.0235 -1.9325 3.3502
H 1.8546 -0.7992 3.3213
H -0.5439 -4.1316 1.5242
H -2.2325 -5.6967 2.3779
H -4.3118 -4.8609 3.3884
H -4.7313 -2.4276 3.5276
H -3.0276 -0.8526 2.7211
```

=====

Record 7
A single C6H5Cl2NO2S molecule at a distorted geometry. Source: OMol25; level of theory: ωB97M-V/def2-TZVPD.

Results
- SMILES: O=S(=O)(Cl)/C=C1\C=NC=C[C@H]1Cl
- Frontier orbital gap: 7.71 eV
- HOMO energy: -9.645 eV
- Energy relative to the best compared isomer or geometry (same formula, charge and spin): 39.0 kcal per mole

Geometry as XYZ:
```
17
C6H5Cl2NO2S | OMol25 | ωB97M-V/def2-TZVPD
O -2.0389 2.9119 -1.6040
S -1.7153 2.0067 -0.5524
O -1.1783 2.5015 0.6706
Cl -3.4378 1.0104 -0.0921
C -0.7427 0.6839 -1.2005
C -0.3268 -0.2959 -0.3529
C -0.4495 -0.0644 1.1034
N 0.5902 -0.0387 1.8312
C 1.8070 -0.3367 1.2719
C 1.9088 -1.0628 0.1423
C 0.6936 -1.4362 -0.5959
Cl 0.6202 -3.4518 0.0477
H -0.6486 0.6724 -2.2709
H -1.4122 0.0796 1.5692
H 2.6618 -0.0380 1.8579
H 2.8451 -1.4899 -0.1762
H 0.8233 -1.6522 -1.6493
```

=====

Record 8
6 unconnected molecules or ions with the total composition C27H56FO24PS2 at a distorted geometry. Source: OMol25; level of theory: ωB97M-V/def2-TZVPD.

Results
- SMILES: CCCCOP(O)(CCCCS(=O)(=O)O)(CCCC(=O)O)S(=O)(=O)F.COC(=O)OC.COC(=O)OC.COC(=O)OC.COC(=O)OC.COC(=O)OC
- Frontier orbital gap: 10.21 eV
- HOMO energy: -10.385 eV

Geometry as XYZ:
```
111
C27H56FO24PS2 | OMol25 | ωB97M-V/def2-TZVPD
C -2.8422 0.2001 -1.2755
C -2.1518 -0.4120 -2.6546
C -0.7114 -1.1083 -2.2437
C 0.6024 -0.1506 -2.6422
O 1.6054 -0.8742 -3.4160
P 3.1739 -0.9307 -2.6703
O 3.6479 -1.9320 -4.0686
C 3.5094 0.9267 -2.8547
C 3.8779 1.7414 -1.4876
C 2.8156 2.9775 -1.1303
C 3.6180 4.2736 -0.4592
S 3.6617 4.2514 1.4132
O 4.1364 2.9054 2.0227
O 2.3048 4.7051 2.0791
O 4.8122 5.4556 1.9141
C 2.5149 -1.8892 -1.1708
C 2.2521 -1.0486 0.1983
C 0.9434 -1.5706 1.0877
C 0.6891 -3.1873 1.0038
O 1.6258 -4.1414 1.0108
O -0.7424 -3.6209 0.8884
S 5.1580 -1.2814 -1.9505
O 5.5634 -2.7796 -2.2454
O 5.3882 -1.0698 -0.4437
F 6.3927 -0.3505 -2.7609
H -2.0785 0.9400 -0.7335
H -3.0831 -0.7358 -0.5873
H -3.8291 0.7532 -1.5810
H -2.0691 0.3644 -3.5272
H -2.8870 -1.2751 -3.0135
H -0.6337 -2.1273 -2.8594
H -0.7712 -1.3501 -1.1014
H 0.9960 0.4835 -1.7432
H 0.1318 0.6504 -3.3960
H 2.8008 -2.3422 -4.4360
H 4.4429 1.0633 -3.5875
H 2.6457 1.5520 -3.3921
H 4.9286 2.2766 -1.6422
H 3.9545 1.1017 -0.5141
H 2.0831 2.5963 -0.2687
H 2.2229 3.3083 -2.0843
H 4.7316 4.3563 -0.8291
H 3.0146 5.2506 -0.7700
H 4.4415 5.9783 2.6920
H 1.5796 -2.5257 -1.5526
H 3.3330 -2.7171 -0.9030
H 3.1817 -1.1917 0.9339
H 2.1142 0.1054 0.0821
H -0.0261 -0.9124 0.8976
H 1.2418 -1.3432 2.2213
H -1.2939 -2.7625 0.9412
C 1.9389 3.4513 4.5684
O 1.7218 2.8975 5.8647
C 0.5737 2.1837 5.9818
O -0.2454 1.9928 5.0966
O 0.4951 1.7190 7.2543
C -0.6712 0.9440 7.5249
H 2.8843 4.0005 4.5894
H 2.0181 2.6581 3.8180
H 1.1391 4.1526 4.3093
H -0.6963 0.0505 6.8928
H -1.5754 1.5450 7.3840
H -0.6299 0.6248 8.5699
C -4.0635 -4.9964 -0.3861
O -4.4040 -4.1163 -1.4554
C -5.2740 -4.6411 -2.3550
O -5.7609 -5.7601 -2.3130
O -5.5084 -3.7051 -3.3091
C -6.4131 -4.1216 -4.3299
H -3.3634 -4.4740 0.2717
H -4.9528 -5.2585 0.1963
H -3.5706 -5.8960 -0.7685
H -7.3963 -4.3488 -3.9053
H -6.0142 -4.9863 -4.8701
H -6.5268 -3.2964 -5.0381
C 0.0579 -8.4959 -0.3868
O -0.4399 -9.7487 -0.8523
C -1.7320 -9.9950 -0.5185
O -2.4611 -9.2535 0.1216
O -2.0722 -11.2090 -1.0203
C -3.4148 -11.6028 -0.7442
H 1.0984 -8.4043 -0.7104
H -0.5120 -7.6684 -0.8216
H 0.0325 -8.4527 0.7069
H -4.1236 -10.8995 -1.1933
H -3.5792 -11.6837 0.3352
H -3.5771 -12.5872 -1.1915
C 5.6217 11.4827 -1.1410
O 6.5730 10.8289 -0.3033
C 6.0247 10.0241 0.6418
O 4.8315 9.8314 0.8150
O 7.0341 9.4711 1.3606
C 6.6027 8.5939 2.3991
H 6.1704 12.0991 -1.8585
H 5.0300 10.7495 -1.6987
H 4.9727 12.1373 -0.5504
H 6.0503 7.7452 1.9830
H 5.9928 9.1329 3.1313
H 7.4911 8.2097 2.9077
C -6.0424 2.7574 1.9757
O -7.2901 2.0967 1.7742
C -7.3601 1.3733 0.6282
O -6.4715 1.2556 -0.2010
O -8.5901 0.8036 0.5646
C -8.8082 0.0064 -0.5977
H -6.0985 3.3047 2.9208
H -5.2273 2.0299 2.0471
H -5.8521 3.4764 1.1724
H -8.1037 -0.8311 -0.6292
H -8.7284 0.6153 -1.5040
H -9.8222 -0.3991 -0.5440
```

=====

| no. | E_tot (Ha) |
| --- | --- |
| 1 | -1109.62673 |
| 2 | -250.78556 |
| 3 | -943.36809 |
| 4 | -2715.60513 |
| 5 | -3057.04287 |
| 6 | -4723.26851 |
| 7 | -1755.32686 |
| 8 | -4105.42159 |